Record 1
The molecule C3H2N2O2, computed with ωB97M-V/def2-TZVPD.

Geometry as ORCA input:
```
! RIJCOSX wB97M-V def2-TZVPD def2/J DEFGRID3
* xyz 0 1
O 1.4469 0.8873 -0.9165
O 0.5228 -0.7022 0.4247
N -1.2831 2.2574 0.5476
N -1.6926 -1.0320 -0.2301
C -0.7645 -0.2606 0.1144
C -1.0344 1.1501 0.3348
C 1.5715 -0.0002 -0.1313
H -1.3399 -1.9857 -0.3154
H 2.5722 -0.3069 0.1650
*
```

The calculation puts the total energy at -375.47500 a.u. The gap between HOMO and LUMO is 11.4103 eV. The molecular weight comes out at 98.061 g/mol. The energy relative to the best compared isomer or geometry (same formula, charge and spin) is 0.994 eV. As for the SMILES: [H]/N=C(/C#N)OC=O. The calculation puts the max |F| at 1.06 eV/A.

***

Record 2
The molecule C3H2N2O2, computed with ωB97M-V/def2-TZVPD.

Geometry as ORCA input:
```
! RIJCOSX wB97M-V def2-TZVPD def2/J DEFGRID3
* xyz 0 1
O -1.1369 0.2686 -0.8140
O 2.3991 0.1260 -0.4483
N -2.1776 -0.2097 0.0400
N -1.6488 -0.6270 1.1112
C 1.2790 0.4550 -0.8467
C -0.2738 -0.5207 1.0128
C 0.0224 0.0178 -0.2185
H 0.4331 -0.7273 1.8523
H 1.1035 1.2172 -1.6889
*
```

The calculation puts the total energy at -375.42412 a.u. The gap between HOMO and LUMO is 9.8533 eV. The molecular weight comes out at 98.061 g/mol. The energy relative to the best compared isomer or geometry (same formula, charge and spin) is 2.378 eV. As for the SMILES: O=Cc1cnno1. The calculation puts the max |F| at 2.80 eV/A.

***

Record 3
The molecule C3H2N2O2, computed with ωB97M-V/def2-TZVPD.

Geometry as ORCA input:
```
! RIJCOSX wB97M-V def2-TZVPD def2/J DEFGRID3
* xyz 0 1
O -2.6715 1.4394 -0.0459
O -1.3693 -0.2916 0.2958
N -0.3089 -1.1156 0.2454
N 3.3210 -1.0672 0.4625
C -1.6994 0.8019 -0.3521
C 0.8271 -0.5281 0.2072
C 2.1761 -0.8349 0.3372
H -1.1017 0.9470 -1.2951
H 0.8266 0.6492 0.1450
*
```

The calculation puts the total energy at -375.37930 a.u. The gap between HOMO and LUMO is 10.1059 eV. The molecular weight comes out at 98.061 g/mol. The energy relative to the best compared isomer or geometry (same formula, charge and spin) is 3.598 eV. As for the SMILES: N#C/C=N/OC=O. The calculation puts the max |F| at 5.33 eV/A.

***

Record 4
A cluster of 2 separate species, C3H2N2O2 in total, computed with ωB97M-V/def2-TZVPD.

Geometry as ORCA input:
```
! RIJCOSX wB97M-V def2-TZVPD def2/J DEFGRID3
* xyz 0 1
O 1.3744 1.2716 -0.4272
O 0.7452 -0.7560 0.3707
N -0.3650 2.0185 0.0840
N -1.9812 -1.2060 -0.0260
C -1.2744 -0.2408 0.0871
C -1.1442 1.1300 0.1771
C 1.5980 0.1157 -0.0358
H -1.6327 -2.1476 -0.1725
H 2.6711 -0.1608 -0.0765
*
```

The calculation puts the total energy at -375.35543 a.u. The gap between HOMO and LUMO (spin up / spin down) is 8.0275 / 8.0269 eV. The molecular weight comes out at 98.061 g/mol. The energy relative to the best compared isomer or geometry (same formula, charge and spin) is 4.247 eV. The calculation puts the max |F| at 1.88 eV/A.